ORCA calculation (the ωB97M-V functional and the def2-TZVPD basis) on a structure of composition C4H11BrClLuRh in a non-equilibrium geometry.

Each line ends with the Mulliken spin population.
Positions of all 19 atoms, in Å:
Rh1 0.01822 -0.05747 0.04386  2.438
Cl1 -0.38627 2.04911 -1.15313  0.137
C1 -1.90376 -0.20380 0.72523  0.475
H1 -1.83087 -0.70452 1.71670  -0.015
H2 -2.45082 -0.85342 0.00334  0.008
H3 -2.35366 0.80495 0.80638  -0.033
Lu1 0.46012 0.35143 -2.69237  0.039
C2 2.57183 0.84973 -3.28348  0.035
C3 -0.86202 0.08874 -4.50708  0.028
C4 0.34674 -1.40292 -1.17719  0.658
H4 -1.18222 -0.98390 -4.43405  -0.002
H5 -1.65868 0.84273 -4.36900  0.000
H6 -0.14389 0.29478 -5.36310  -0.002
H7 3.15420 -0.02131 -2.89228  -0.010
H8 2.51232 0.89186 -4.41398  -0.002
H9 2.76596 1.81583 -2.78542  -0.001
H10 -0.50317 -2.04727 -1.51280  0.035
H11 1.41748 -1.67696 -1.31282  0.022
Br1 0.15939 1.54523 1.95880  0.189

Output
ΔE to the lowest compared entry with this formula, charge and spin	17.5	kcal per mole
HOMO (alpha / beta)	-2.8 / -5.0	eV
Kohn-Sham gap (alpha / beta)	6.086 / 6.973	eV
net charge	-1
2S+1	5
expectation value of S²	6.011

***

ORCA calculation (the ωB97M-V functional and the def2-TZVPD basis) on a cluster of 2 separate species, C4H11BrNOPS2 in total in a non-equilibrium geometry.

Each line ends with the Mulliken charge.
Positions of all 21 atoms, in Å:
C1 -3.63925 -0.13511 0.12731  -1.406
C2 -2.07669 -2.03898 -0.35688  -1.378
C3 4.24741 0.62209 1.15342  -0.918
C4 -2.17833 -0.51684 -0.24130  0.695
N1 -1.37510 -0.06139 0.73819  -0.321
O1 3.23763 2.24037 -0.75048  -0.446
P1 2.97318 0.69765 -0.10249  0.531
S1 3.35901 -0.52873 -1.62613  -0.345
S2 -0.16689 0.86928 0.75872  0.129
Br1 -0.13887 2.30197 -1.04411  -0.232
H1 -4.34337 -0.78426 -0.52411  0.332
H2 -3.74593 -0.19296 1.20412  0.347
H3 -3.88093 0.88505 -0.07524  0.356
H4 -1.77546 -2.60306 0.67697  0.264
H5 -1.45818 -2.42315 -1.17485  0.322
H6 -2.95522 -2.54886 -0.51175  0.416
H7 5.22575 0.57135 0.58974  0.287
H8 4.14097 1.47464 1.77198  0.287
H9 4.16483 -0.25689 1.74676  0.338
H10 -2.01695 -0.04136 -1.15397  0.460
H11 2.40239 2.46918 -1.20591  0.282

Output
ΔE to the lowest compared entry with this formula, charge and spin	64.9	kcal per mole
HOMO (alpha / beta)	-8.1 / -8.4	eV
Kohn-Sham gap (alpha / beta)	6.242 / 7.409	eV
net charge	0
2S+1	1

***

ORCA calculation (the ωB97M-V functional and the def2-TZVPD basis) on a cluster of 3 separate species, C4H11BrSi in total in a non-equilibrium geometry.

Each line ends with the Mulliken charge.
Positions of all 17 atoms, in Å:
C1 1.86260 -1.87528 -0.66150  -0.368
C2 -1.11224 2.27781 -0.89371  -0.976
C3 -0.57993 0.24757 1.43184  -1.191
C4 2.18932 -1.45055 0.53725  -0.665
Si1 -1.39824 0.55333 -0.34514  0.405
Br1 -3.63042 -0.16284 0.06248  -0.360
H1 -1.21351 -1.04848 -1.40148  -0.043
H2 1.80124 -1.15757 -1.58199  0.179
H3 1.88340 -2.92709 -1.16666  0.212
H4 -0.59161 2.01417 -1.81319  0.281
H5 -1.94738 2.84847 -1.12249  0.390
H6 -0.51386 2.88073 -0.26959  0.359
H7 -1.20849 0.86405 2.05202  0.388
H8 -0.75970 -0.80825 1.72231  0.278
H9 0.38244 0.43384 1.58290  0.466
H10 2.38877 -0.46119 0.60640  0.411
H11 2.44762 -2.22872 1.26055  0.232

Output
ΔE to the lowest compared entry with this formula, charge and spin	75.6	kcal per mole
HOMO	-9.5	eV
Kohn-Sham gap	10.188	eV
net charge	0
2S+1	1

***

ORCA calculation (the ωB97M-V functional and the def2-TZVPD basis) on a structure of composition C4H11ClI2O2OsP in a non-equilibrium geometry.

Each line ends with the Mulliken spin population.
Positions of all 22 atoms, in Å:
I1 1.82645 2.55346 2.21938  1.062
I2 1.19251 -2.53547 0.92804  1.026
Os1 1.08032 -0.02188 1.28471  1.216
P1 -0.26966 -0.01239 -0.55959  0.012
C1 0.37087 -0.08745 -2.26029  0.031
C2 -1.51706 -1.41635 -0.80165  0.041
H1 -2.15521 1.35252 0.18401  0.002
H2 -2.12050 1.25850 -1.60347  0.002
H3 -0.97902 2.30605 -0.75719  -0.003
C3 -1.50199 1.36534 -0.69690  0.023
H4 -2.23015 -1.41258 0.05902  -0.002
H5 -2.09586 -1.25522 -1.72655  -0.001
H6 -0.46339 -0.26462 -2.96516  0.004
H7 1.10693 -0.87890 -2.38643  -0.006
H8 -1.03186 -2.38716 -0.85228  0.005
H9 0.84468 0.86704 -2.52316  0.001
C4 2.52847 0.27520 0.20544  -0.009
O1 3.33294 0.50523 -0.62145  0.175
Cl1 -1.25610 0.24581 2.15118  0.341
O2 1.39565 -0.29669 3.34200  0.096
H10 1.14271 0.70724 3.46682  -0.009
H11 0.79928 -0.86769 3.91349  -0.006

Output
ΔE to the lowest compared entry with this formula, charge and spin	37.1	kcal per mole
HOMO (alpha / beta)	-22.3 / -22.1	eV
Kohn-Sham gap (alpha / beta)	8.409 / 5.424	eV
net charge	+3
2S+1	5
expectation value of S²	6.025

***

ORCA calculation (the ωB97M-V functional and the def2-TZVPD basis) on the ion C4H11ClN3 with charge +1 in a non-equilibrium geometry.

Each line ends with the Mulliken charge.
Positions of all 19 atoms, in Å:
C1 -2.80554 -0.91876 -0.14961  -0.842
N1 -1.46740 -0.51012 -0.16116  -0.044
C2 -1.03869 0.35389 0.66180  -0.006
N2 0.27182 0.63422 0.71894  -0.181
C3 1.34633 -0.00947 -0.08528  0.482
C4 2.70051 0.37110 0.51707  -1.601
N3 1.35600 0.42223 -1.42115  -0.426
Cl1 1.11663 -1.85364 0.19453  -0.153
H1 -2.97792 -1.97825 -0.11321  0.334
H2 -3.22914 -0.65624 -1.04811  0.382
H3 -3.40578 -0.31736 0.69898  0.259
H4 -0.75033 -0.76370 -0.88822  0.260
H5 -1.68425 0.81736 1.35735  0.402
H6 0.60891 0.91913 1.64514  0.312
H7 3.04451 -0.32787 1.22145  0.457
H8 3.36305 0.07918 -0.28994  0.439
H9 2.66317 1.38121 0.66891  0.449
H10 2.07828 -0.03179 -1.89539  0.210
H11 0.45569 0.61710 -1.84364  0.267

Output
ΔE to the lowest compared entry with this formula, charge and spin	4.1	kcal per mole
HOMO	-14.2	eV
Kohn-Sham gap	10.517	eV
net charge	+1
2S+1	1
structure (SMILES)	C/[NH+]=C/N[C@](C)(N)Cl

***

ORCA calculation (the ωB97M-V functional and the def2-TZVPD basis) on the molecule C4H11ClNO2P in a non-equilibrium geometry.

Each line ends with the Mulliken charge.
Positions of all 20 atoms, in Å:
C1 -1.63866 -1.87291 0.51239  -0.740
N1 -1.15352 -1.88443 -0.91805  -0.246
P1 0.35643 -1.44619 -1.20191  0.905
O1 0.60846 -0.90281 -2.53002  -0.616
Cl1 1.55161 -2.96746 -0.69359  -0.212
O2 0.82822 -0.18436 0.34388  -0.524
C2 1.17400 1.15729 0.31646  0.625
C3 0.43233 1.78723 -0.91589  -1.430
C4 0.57424 1.58373 1.65304  -1.137
H1 -1.82595 -2.80186 0.92979  0.318
H2 -0.86407 -1.35264 1.02276  0.199
H3 -2.52468 -1.31901 0.58290  0.346
H4 -1.85375 -1.83119 -1.67399  0.313
H5 2.25030 1.43964 0.29788  0.273
H6 -0.62328 1.92811 -0.76343  0.299
H7 0.85669 2.68480 -1.27927  0.405
H8 0.60745 1.12221 -1.75346  0.385
H9 0.51443 0.60831 2.35430  0.234
H10 -0.44487 1.90750 1.49039  0.269
H11 1.17461 2.34404 2.22581  0.335

Output
HOMO	-9.8	eV
Kohn-Sham gap	10.166	eV
net charge	0
2S+1	1
structure (SMILES)	CN[P@](=O)(Cl)OC(C)C

***

ORCA calculation (the ωB97M-V functional and the def2-TZVPD basis) on the molecule C4H11ClNOP in a non-equilibrium geometry.

Each line ends with the Mulliken charge.
Positions of all 19 atoms, in Å:
C1 2.83138 -0.38130 -0.28808  -1.032
C2 1.41748 -0.77025 -0.48119  -0.301
C3 0.53576 0.28630 0.23840  -0.459
N1 -0.78794 -0.10572 -0.00750  -0.633
P1 -2.13945 1.23263 1.00836  0.888
C4 -3.79669 0.75139 0.38680  -0.939
O1 -1.56116 2.51675 0.80296  -0.569
Cl1 -2.18578 0.60419 2.91587  -0.241
H1 3.47375 -0.80882 -1.16261  0.299
H2 2.99531 0.77993 -0.33801  0.259
H3 3.16923 -0.70588 0.80414  0.264
H4 1.35350 -1.89350 -0.09254  0.219
H5 1.25797 -0.72919 -1.51378  0.373
H6 0.84812 0.22085 1.22968  0.326
H7 0.61834 1.39525 -0.19770  0.269
H8 -1.19004 -0.94607 0.34611  0.291
H9 -3.80376 -0.30069 -0.06509  0.303
H10 -4.56151 0.79578 1.08466  0.394
H11 -4.15832 1.46331 -0.49772  0.288

Output
ΔE to the lowest compared entry with this formula, charge and spin	47.1	kcal per mole
HOMO	-9.0	eV
Kohn-Sham gap	9.586	eV
net charge	0
2S+1	1
structure (SMILES)	CCCN[P@](C)(=O)Cl

***

ORCA calculation (the ωB97M-V functional and the def2-TZVPD basis) on a cluster of 2 separate species, C4H11ClO3Si in total in a non-equilibrium geometry.

Each line ends with the Mulliken charge.
Positions of all 20 atoms, in Å:
C1 -2.45201 -0.05079 0.30704  -0.612
C2 1.24373 -2.14724 1.23184  -0.485
C3 0.83424 0.66411 -2.65610  -0.615
C4 -0.97669 1.49065 1.15815  -0.693
O1 -2.03967 1.30753 0.34113  -0.389
O2 2.12886 -1.06843 0.85880  -0.242
O3 1.16367 0.06211 -1.45691  -0.224
Si1 1.48520 0.23396 0.18141  0.514
Cl1 2.49233 1.87807 0.91240  -0.286
H1 -1.85375 -0.68772 -0.35468  0.163
H2 -3.44843 -0.02224 -0.00808  0.285
H3 -2.32015 -0.44257 1.31334  0.319
H4 1.49058 -2.58587 2.21923  0.250
H5 1.43998 -2.98863 0.52646  0.240
H6 0.16479 -1.79979 1.35535  0.179
H7 1.52756 0.41050 -3.39410  0.288
H8 0.90719 1.72864 -2.55651  0.302
H9 -0.22399 0.29834 -2.97606  0.203
H10 -1.16068 1.47074 2.22837  0.326
H11 -0.40278 2.24863 0.76890  0.477

Output
ΔE to the lowest compared entry with this formula, charge and spin	83.5	kcal per mole
HOMO (alpha / beta)	-7.3 / -7.3	eV
Kohn-Sham gap (alpha / beta)	7.689 / 7.690	eV
net charge	0
2S+1	1